Entry 1:
Entry from OMol25: C49H53N4O2PS2W as an isolated structure at a distorted geometry (wB97M-V/def2-TZVPD).

Summary:
F_max = 0.09680 Eh/bohr
2S+1 = 1
charge = +2
lowest unoccupied orbital energy = -8.097 eV
gap between HOMO and LUMO = 4.969 eV
HOMO energy = -13.07 eV

Geometry (Å):
W1 -1.006 0.368 -0.112
N1 -0.989 -1.585 -0.275
N2 -3.030 0.272 0.144
C1 -3.111 1.615 -0.106
O1 -4.066 2.329 -0.188
O2 -1.809 2.022 -0.255
H1 -0.543 -2.092 -1.047
H2 -1.720 -2.224 0.037
H3 -3.952 -0.127 0.332
C2 -0.444 2.808 4.773
C3 -1.572 2.681 3.738
C4 -1.130 3.169 2.362
C5 -2.170 1.292 3.826
C6 -3.143 1.140 4.813
C7 -3.694 -0.087 5.120
C8 -3.265 -1.203 4.428
C9 -2.302 -1.107 3.433
C10 -1.868 -2.378 2.736
C11 -1.381 -3.439 3.726
C12 -3.045 -2.935 1.923
C13 -1.764 0.154 3.110
N3 -0.753 0.247 2.078
C14 0.507 0.047 2.444
C15 1.540 0.157 1.408
N4 1.140 0.398 0.158
C16 2.160 0.272 -0.860
C17 2.661 1.396 -1.540
C18 3.641 1.202 -2.507
C19 4.146 -0.050 -2.792
C20 3.661 -1.144 -2.105
C21 2.673 -1.013 -1.137
C22 2.157 -2.277 -0.484
C23 3.254 -2.987 0.318
C24 1.607 -3.213 -1.573
C25 2.261 2.831 -1.265
C26 0.793 3.095 -1.593
C27 2.622 3.281 0.152
C28 2.831 0.045 2.041
C29 4.153 0.131 1.639
C30 5.160 0.008 2.610
C31 4.887 -0.191 3.946
C32 3.549 -0.266 4.398
C33 3.105 -0.427 5.730
C34 1.757 -0.474 6.010
C35 0.768 -0.360 5.020
C36 1.164 -0.183 3.708
C37 2.557 -0.152 3.423
H4 -0.171 3.854 4.894
H5 0.442 2.253 4.469
H6 -0.777 2.432 5.739
H7 -2.366 3.364 4.057
H8 -0.339 2.546 1.913
H9 -0.730 4.176 2.462
H10 -1.991 3.221 1.695
H11 -3.460 2.013 5.362
H12 -4.447 -0.172 5.887
H13 -3.679 -2.168 4.675
H14 -1.034 -2.150 2.057
H15 -2.182 -3.770 4.380
H16 -0.569 -3.057 4.338
H17 -1.021 -4.308 3.180
H18 -3.864 -3.187 2.591
H19 -2.753 -3.839 1.389
H20 -3.414 -2.196 1.210
H21 4.023 2.058 -3.040
H22 4.908 -0.170 -3.544
H23 4.061 -2.122 -2.314
H24 1.340 -2.030 0.214
H25 4.027 -3.369 -0.342
H26 2.832 -3.826 0.866
H27 3.718 -2.313 1.032
H28 2.419 -3.735 -2.070
H29 1.066 -2.652 -2.335
H30 0.947 -3.963 -1.144
H31 2.852 3.448 -1.948
H32 0.125 2.559 -0.892
H33 0.577 2.789 -2.618
H34 0.579 4.159 -1.511
H35 2.039 2.763 0.913
H36 2.440 4.348 0.250
H37 3.679 3.110 0.340
H38 4.425 0.290 0.607
H39 6.189 0.073 2.290
H40 5.692 -0.284 4.659
H41 3.832 -0.503 6.524
H42 1.441 -0.597 7.035
H43 -0.273 -0.399 5.298
S1 1.263 1.001 -4.989
P1 -0.574 0.439 -4.561
S2 -0.878 0.212 -2.489
C38 -1.863 1.579 -5.146
C39 -3.053 1.777 -4.459
C40 -4.032 2.570 -5.031
C41 -3.826 3.152 -6.273
C42 -2.632 2.953 -6.947
C43 -1.645 2.164 -6.387
C44 -0.998 -1.211 -5.210
C45 -0.444 -1.587 -6.428
C46 -0.791 -2.805 -6.986
C47 -1.681 -3.641 -6.333
C48 -2.241 -3.253 -5.126
C49 -1.908 -2.036 -4.562
H44 -3.211 1.328 -3.485
H45 -4.959 2.732 -4.504
H46 -4.597 3.765 -6.715
H47 -2.465 3.411 -7.908
H48 -0.706 2.006 -6.899
H49 0.256 -0.933 -6.927
H50 -0.365 -3.098 -7.932
H51 -1.941 -4.595 -6.766
H52 -2.945 -3.898 -4.625
H53 -2.347 -1.726 -3.623


Entry 2:
Entry from OMol25: one molecule with the formula C22H24N2O at a distorted geometry (wB97M-V/def2-TZVPD).

Summary:
SMILES string = Cc1ccccc1-c1cc(=O)n(C[C@@H]2CCCNC2)c2ccccc12
F_max = 0.08113 Eh/bohr
2S+1 = 1
lowest unoccupied orbital energy = 0.214 eV
gap between HOMO and LUMO = 8.612 eV
HOMO energy = -8.40 eV

Geometry (Å):
O1 1.063 0.358 -2.937
C1 1.102 0.169 -1.727
C2 1.358 1.328 -0.942
C3 1.344 1.247 0.439
C4 0.963 -1.388 3.151
C5 0.467 4.597 2.003
C6 0.735 -2.506 2.358
C7 1.701 4.921 2.617
C8 1.208 -0.163 2.477
C9 0.368 3.392 1.288
C10 0.716 -2.442 0.955
C11 2.776 4.059 2.547
C12 1.159 -0.082 1.064
C13 1.501 2.508 1.195
C14 0.872 -1.214 0.291
C15 2.729 2.858 1.822
N1 0.758 -1.047 -1.130
N2 -3.506 -0.550 -2.379
C16 3.941 1.999 1.788
C17 -4.231 -1.837 -2.595
C18 -0.027 -1.989 -1.899
C19 -2.065 -0.658 -2.521
C20 -3.759 -2.911 -1.628
C21 -2.240 -3.125 -1.828
C22 -1.509 -1.752 -1.628
H1 1.601 2.277 -1.392
H2 1.027 -1.419 4.208
H3 -0.361 5.289 2.103
H4 0.575 -3.504 2.797
H5 1.768 5.866 3.163
H6 1.394 0.720 3.057
H7 -0.551 3.125 0.752
H8 0.521 -3.355 0.430
H9 3.691 4.316 3.035
H10 -3.822 0.151 -3.077
H11 4.126 1.657 2.783
H12 3.871 1.098 1.124
H13 4.769 2.595 1.454
H14 -4.055 -2.128 -3.619
H15 -5.308 -1.660 -2.493
H16 0.295 -2.983 -1.578
H17 0.183 -1.894 -2.978
H18 -1.696 -0.870 -3.579
H19 -1.629 0.262 -2.212
H20 -4.315 -3.817 -1.759
H21 -3.953 -2.598 -0.587
H22 -2.012 -3.561 -2.798
H23 -1.870 -3.816 -1.060
H24 -1.671 -1.524 -0.553


Question: Look up the HOMO energy of the second one.
Answer: -8.40 eV


Question: Which value of HOMO energy does entry 1 give?
Answer: -13.07 eV


Question: What is the formula in the second record?
Answer: C22H24N2O